(1)
Molecular formula: C4H2BeO2
Method: DFT, ωB97M-V/def2-TZVPD

Output
HOMO-LUMO gap (alpha / beta)   0.293 / 0.293 hartree
LUMO level (alpha / beta)   -13.019 / -13.019 eV
HOMO energy (alpha / beta)   -21.00 / -21.00 eV
Charge   +2

Structure (XYZ):
```
9
Properties=species:S:1:pos:R:3:forces:R:3
O -1.461 1.309 0.321 0.1 -1.2 -1.1
C -1.707 0.137 0.372 -0.1 0.7 3.7
H -2.271 -0.323 1.206 -0.8 0.2 -0.8
C -0.733 -0.880 -0.259 2.0 0.0 -4.1
C 0.385 -0.509 -0.727 -3.3 -2.3 0.9
H -0.892 -1.592 -1.227 -0.3 0.4 1.0
C 3.254 0.284 0.773 2.0 -0.7 1.2
O 2.332 0.653 0.220 -0.7 1.7 -0.5
Be 1.094 0.919 -0.679 1.1 1.2 -0.5
```
Forces are in eV/Å.

Population analysis type natural (NBO), resulting atomic charges in e: number 1, O, carries -0.403; number 2, C, carries 0.453; number 3, H, carries 0.246; number 4, C, carries -0.348; number 5, C, carries -0.250; number 6, H, carries 0.446; number 7, C, carries 0.913; number 8, O, carries -0.851; number 9, Be, carries 1.794


(2)
Molecular formula: C28H28N3O3RuSTe
Method: DFT, ωB97M-V/def2-TZVPD

Output
HOMO-LUMO gap (alpha / beta)   0.212 / 0.211 hartree
LUMO level (alpha / beta)   0.118 / -1.645 eV
HOMO energy (alpha / beta)   -5.65 / -7.38 eV
Multiplicity   6
Expectation value of S²   8.80

Structure (XYZ):
```
65
Properties=species:S:1:pos:R:3:forces:R:3
Ru 0.686 -0.361 0.004 0.2 -0.1 0.3
O -0.982 0.919 2.053 0.2 0.4 -0.1
C -2.186 0.230 1.829 -0.1 -0.1 -0.1
C -1.996 -1.227 1.465 -0.2 0.1 0.0
C -2.864 -2.170 1.994 0.0 0.2 0.1
C -2.728 -3.498 1.646 -0.2 -0.2 0.1
C -1.724 -3.858 0.768 0.1 0.0 -0.2
C -0.904 -2.864 0.273 -0.1 0.0 0.0
N -1.040 -1.570 0.596 0.2 -0.1 0.1
H -0.781 1.487 1.291 -0.1 -0.1 0.0
H -2.781 0.706 1.043 0.1 0.1 0.0
H -2.772 0.276 2.747 -0.1 0.0 0.0
H -3.623 -1.852 2.697 0.0 0.0 0.0
H -3.388 -4.246 2.069 0.0 0.0 0.0
H -1.564 -4.883 0.467 0.0 0.0 0.0
H -0.100 -3.095 -0.410 0.1 0.0 0.0
C 3.481 -0.322 3.388 0.0 -0.1 0.0
C 2.799 -0.184 2.060 -0.1 -0.1 0.0
N 1.594 -0.856 1.800 0.2 -0.2 -0.2
O 0.794 -1.057 2.953 0.1 0.1 0.0
C 3.320 0.484 0.988 0.0 0.0 0.1
C 4.694 1.051 0.848 0.0 0.0 0.0
N 2.474 0.509 -0.088 0.0 0.2 -0.3
O 2.883 0.756 -1.297 0.0 -0.1 0.2
H 2.909 -0.979 4.037 0.0 0.0 0.0
H 3.589 0.645 3.885 0.0 0.0 0.0
H 4.482 -0.745 3.276 0.0 0.0 0.0
H 0.396 -0.188 3.124 -0.1 -0.1 0.0
H 5.301 0.822 1.722 0.0 0.0 0.0
H 4.662 2.136 0.723 0.0 0.0 0.0
H 5.184 0.647 -0.039 0.0 0.0 0.0
C -1.542 6.106 -2.415 0.0 0.0 0.0
C -2.046 4.894 -2.868 0.0 0.0 0.0
C -1.579 3.696 -2.346 0.0 0.0 0.0
C -0.590 3.685 -1.357 0.1 -0.3 0.1
C -0.104 4.912 -0.905 0.0 0.1 0.0
C -0.568 6.111 -1.427 0.0 -0.1 0.0
C -0.034 2.448 -0.738 -0.2 0.3 -0.2
C -0.161 1.168 -1.112 -0.2 -0.3 -0.1
C -0.781 0.657 -2.356 0.0 0.1 0.3
C -1.999 -0.023 -2.359 -0.2 -0.1 -0.1
C -2.506 -0.563 -3.532 0.0 0.1 0.1
C -1.795 -0.456 -4.720 0.0 0.1 0.0
C -0.576 0.209 -4.724 0.0 0.0 0.0
C -0.074 0.762 -3.554 0.1 0.0 -0.2
H -1.909 7.038 -2.825 0.0 0.0 0.0
H -2.810 4.879 -3.636 0.0 0.0 0.0
H -1.990 2.765 -2.712 0.0 0.0 0.0
H 0.661 4.919 -0.135 0.0 0.0 0.0
H -0.167 7.049 -1.063 0.0 0.0 0.0
H 0.615 2.646 0.115 0.0 0.1 0.0
H -2.551 -0.123 -1.430 0.0 0.0 0.0
H -3.456 -1.085 -3.516 0.0 0.0 0.0
H -2.182 -0.893 -5.632 0.0 0.0 0.0
H -0.007 0.295 -5.642 0.0 0.0 0.0
H 0.879 1.281 -3.546 0.0 0.0 0.0
Te 2.078 -1.666 -2.344 0.0 0.0 -0.1
C 0.901 -2.852 -3.600 0.0 0.0 0.0
C 1.224 -3.181 -4.893 0.0 -0.1 -0.2
C 0.228 -3.958 -5.547 0.2 0.1 0.0
C -0.842 -4.210 -4.739 0.0 0.0 0.0
S -0.639 -3.496 -3.205 -0.1 -0.1 0.1
H 2.150 -2.865 -5.358 -0.1 0.0 0.0
H 0.306 -4.315 -6.565 0.0 0.0 0.0
H -1.733 -4.775 -4.972 0.1 0.0 0.0
```
Forces are in eV/Å.

Population analysis type natural (NBO), resulting atomic charges in e: number 1, Ru, carries 0.958; number 2, O, carries -0.737; number 3, C, carries -0.100; number 4, C, carries 0.240; number 5, C, carries -0.245; number 6, C, carries -0.135; number 7, C, carries -0.245; number 8, C, carries 0.082; number 9, N, carries -0.480; number 10, H, carries 0.512; number 11, H, carries 0.200; number 12, H, carries 0.192; number 13, H, carries 0.225; number 14, H, carries 0.225; number 15, H, carries 0.233; number 16, H, carries 0.221; number 17, C, carries -0.664; number 18, C, carries 0.144; number 19, N, carries -0.357; number 20, O, carries -0.596; number 21, C, carries 0.046; number 22, C, carries -0.642; number 23, N, carries -0.100; number 24, O, carries -0.511; number 25, H, carries 0.242; number 26, H, carries 0.220; number 27, H, carries 0.221; number 28, H, carries 0.470; number 29, H, carries 0.216; number 30, H, carries 0.222; number 31, H, carries 0.232; number 32, C, carries -0.220; number 33, C, carries -0.196; number 34, C, carries -0.233; number 35, C, carries 0.013; number 36, C, carries -0.209; number 37, C, carries -0.214; number 38, C, carries -0.324; number 39, C, carries -0.162; number 40, C, carries -0.134; number 41, C, carries -0.182; number 42, C, carries -0.217; number 43, C, carries -0.232; number 44, C, carries -0.199; number 45, C, carries -0.225; number 46, H, carries 0.211; number 47, H, carries 0.210; number 48, H, carries 0.221; number 49, H, carries 0.207; number 50, H, carries 0.212; number 51, H, carries 0.203; number 52, H, carries 0.195; number 53, H, carries 0.211; number 54, H, carries 0.215; number 55, H, carries 0.217; number 56, H, carries 0.236; number 57, Te, carries 0.476; number 58, C, carries -0.592; number 59, C, carries -0.254; number 60, C, carries -0.264; number 61, C, carries -0.421; number 62, S, carries 0.463; number 63, H, carries 0.230; number 64, H, carries 0.227; number 65, H, carries 0.239


(3)
Molecular formula: C12H14Br12F6O4
Method: DFT, ωB97M-V/def2-TZVPD

Output
HOMO-LUMO gap   0.340 hartree
LUMO level   -0.921 eV
HOMO energy   -10.19 eV
Energy above the lowest of the compared OMol25 structures with the same formula, charge and spin   2.004 eV

Structure (XYZ):
```
48
Properties=species:S:1:pos:R:3:forces:R:3
C -0.298 -2.522 -7.411 1.4 0.2 -1.0
Br -1.166 -2.655 -9.209 0.6 0.0 1.5
Br 0.996 -0.944 -7.425 -1.1 -1.3 -0.2
Br 0.759 -4.156 -6.963 -1.0 1.1 -0.3
H -1.047 -2.335 -6.641 0.2 -0.1 -0.3
C 1.952 4.212 -1.812 1.3 1.4 0.0
Br 1.863 5.668 -3.211 0.0 -1.1 1.3
Br 1.956 5.050 0.094 0.1 -0.9 -2.2
Br 3.639 3.139 -2.204 -1.8 0.8 0.7
H 1.040 3.630 -1.940 0.4 -0.1 0.2
C -1.111 0.031 -2.872 0.9 0.6 -1.8
Br 0.333 1.024 -1.964 -0.9 -0.6 -0.4
Br -0.257 -1.162 -4.269 -0.5 0.5 1.6
Br -2.201 1.283 -3.985 0.4 -0.7 1.0
H -1.687 -0.543 -2.146 0.1 0.2 -0.3
C -4.383 -0.264 0.263 0.4 0.1 0.0
Br -4.640 1.139 -1.081 0.2 -0.8 0.5
Br -3.279 0.459 1.753 -0.5 -0.7 -0.9
Br -3.680 -1.974 -0.519 -0.4 1.3 0.6
H -5.354 -0.493 0.702 0.3 0.0 -0.2
C 1.360 1.950 1.515 -0.7 -0.7 1.7
C 0.246 2.596 2.377 0.1 1.6 -0.8
O 0.395 2.491 3.855 0.4 -1.1 -0.2
C -0.239 3.348 4.658 -0.2 1.3 -1.5
O -0.823 4.307 4.231 -0.3 -0.1 0.7
C -0.096 3.128 6.211 0.8 -1.2 -0.8
F -1.275 2.698 6.748 1.4 0.8 -0.4
F 0.855 2.193 6.407 -0.6 -0.2 0.3
F 0.372 4.228 6.806 -1.0 -0.2 -0.2
H 2.368 2.307 1.723 -0.2 0.0 0.2
H 1.172 2.127 0.456 -0.3 0.0 0.2
H 1.269 0.886 1.737 0.5 -0.2 -0.4
H -0.733 2.237 2.060 0.0 -0.5 0.5
H 0.218 3.637 2.056 0.0 0.3 0.7
C -0.021 -4.514 2.553 0.5 0.3 -1.2
C -0.049 -3.200 1.723 -1.3 -1.5 1.1
O 0.906 -3.430 0.695 1.9 1.3 -1.2
C 1.003 -2.608 -0.408 -1.5 -1.6 1.5
O 0.077 -1.973 -0.805 0.4 0.6 -0.2
C 2.337 -2.732 -1.206 -0.8 0.2 0.4
F 2.793 -1.465 -1.360 0.2 -1.2 -0.1
F 3.244 -3.500 -0.574 -0.5 0.7 -0.8
F 2.029 -3.260 -2.412 0.7 0.4 0.8
H 1.020 -4.751 2.772 0.0 0.1 0.3
H -0.343 -5.273 1.840 -0.2 -0.3 0.4
H -0.610 -4.518 3.470 -0.1 0.2 -0.3
H 0.142 -2.377 2.411 0.5 0.4 -0.7
H -1.052 -3.121 1.302 0.1 0.4 -0.1
```
Forces are in eV/Å.

Population analysis type natural (NBO), resulting atomic charges in e: number 1, C, carries -0.429; number 2, Br, carries 0.081; number 3, Br, carries 0.054; number 4, Br, carries 0.077; number 5, H, carries 0.221; number 6, C, carries -0.401; number 7, Br, carries 0.070; number 8, Br, carries 0.041; number 9, Br, carries 0.076; number 10, H, carries 0.214; number 11, C, carries -0.411; number 12, Br, carries 0.063; number 13, Br, carries 0.041; number 14, Br, carries 0.067; number 15, H, carries 0.230; number 16, C, carries -0.449; number 17, Br, carries 0.105; number 18, Br, carries 0.067; number 19, Br, carries 0.067; number 20, H, carries 0.222; number 21, C, carries -0.622; number 22, C, carries -0.078; number 23, O, carries -0.497; number 24, C, carries 0.693; number 25, O, carries -0.550; number 26, C, carries 0.913; number 27, F, carries -0.307; number 28, F, carries -0.314; number 29, F, carries -0.294; number 30, H, carries 0.226; number 31, H, carries 0.220; number 32, H, carries 0.208; number 33, H, carries 0.192; number 34, H, carries 0.203; number 35, C, carries -0.619; number 36, C, carries -0.076; number 37, O, carries -0.511; number 38, C, carries 0.715; number 39, O, carries -0.547; number 40, C, carries 0.908; number 41, F, carries -0.304; number 42, F, carries -0.296; number 43, F, carries -0.299; number 44, H, carries 0.217; number 45, H, carries 0.211; number 46, H, carries 0.221; number 47, H, carries 0.189; number 48, H, carries 0.191


(4)
Molecular formula: C2H7NO5P
Method: DFT, ωB97M-V/def2-TZVPD

Output
HOMO-LUMO gap   0.232 hartree
LUMO level   3.737 eV
HOMO energy   -2.58 eV
Energy above the lowest of the compared OMol25 structures with the same formula, charge and spin   3.432 eV
Charge   -1

Structure (XYZ):
```
16
Properties=species:S:1:pos:R:3:forces:R:3
C 1.278 0.912 -0.949 -0.5 -2.8 0.5
C -2.906 0.106 -0.064 -0.3 -2.0 -1.2
N 1.779 1.903 -0.017 2.7 -0.3 -2.5
O 0.177 -0.287 1.182 -2.5 0.3 1.9
O 0.079 -1.491 -1.141 -0.9 -0.7 0.5
O 2.039 -1.774 0.539 -0.1 1.4 -1.9
O -2.225 0.710 0.835 0.8 0.3 0.9
O -2.683 -1.029 -0.522 -0.3 1.7 0.6
P 0.864 -0.596 -0.089 3.0 0.5 -1.0
H 1.898 0.572 -1.827 -0.3 1.2 0.6
H -3.791 0.699 -0.420 0.6 -0.3 0.3
H 2.779 1.637 0.129 -1.4 1.0 1.2
H 1.154 2.109 0.727 0.1 -0.3 0.7
H 1.724 -2.223 1.313 -0.6 0.0 0.6
H -1.321 0.230 1.097 0.0 0.2 -0.6
H -0.843 -1.479 -0.793 -0.1 -0.2 -0.7
```
Forces are in eV/Å.

Population analysis type natural (NBO), resulting atomic charges in e: number 1, C, carries -0.803; number 2, C, carries 0.672; number 3, N, carries -0.898; number 4, O, carries -1.210; number 5, O, carries -1.018; number 6, O, carries -1.050; number 7, O, carries -0.691; number 8, O, carries -0.684; number 9, P, carries 2.179; number 10, H, carries 0.170; number 11, H, carries 0.089; number 12, H, carries 0.342; number 13, H, carries 0.375; number 14, H, carries 0.468; number 15, H, carries 0.541; number 16, H, carries 0.518


(5)
Molecular formula: C23H32As3N3S6SeZr
Method: DFT, ωB97M-V/def2-TZVPD

Output
HOMO-LUMO gap   0.215 hartree
LUMO level   4.225 eV
HOMO energy   -1.62 eV
Charge   -2

Structure (XYZ):
```
69
Properties=species:S:1:pos:R:3:forces:R:3
Zr -0.644 0.806 -0.166 0.4 0.0 -0.2
C -2.564 -1.259 3.922 0.0 0.0 0.0
As -2.539 -0.964 1.971 0.0 0.0 0.0
C -4.447 -0.750 1.717 0.0 0.0 0.0
C -2.268 -2.834 1.447 -0.1 0.0 0.0
C -3.274 -3.792 1.499 0.0 0.0 0.0
C -3.035 -5.097 1.088 0.0 0.0 0.0
C -1.779 -5.452 0.617 0.0 0.1 0.0
C -0.768 -4.499 0.559 0.0 -0.1 0.0
C -1.002 -3.192 0.974 0.0 0.0 0.0
As 0.343 -1.779 0.823 -0.1 0.0 0.0
C 1.819 -2.740 -0.006 0.0 0.0 0.0
C 1.046 -1.776 2.643 0.1 0.0 -0.1
H -3.427 -1.861 4.210 0.0 0.0 0.0
H -2.607 -0.282 4.404 0.0 0.0 0.0
H -1.652 -1.765 4.234 0.0 0.0 0.0
H -5.009 -1.434 2.354 0.0 0.0 0.0
H -4.695 -0.887 0.667 0.0 0.0 0.0
H -4.690 0.280 1.972 0.0 0.0 0.0
H -4.263 -3.511 1.840 0.0 0.0 0.0
H -3.833 -5.830 1.120 0.0 0.0 0.0
H -1.587 -6.464 0.280 0.0 0.0 0.0
H 0.202 -4.782 0.170 0.0 0.0 0.0
H 1.557 -3.031 -1.021 0.0 0.0 0.0
H 2.091 -3.612 0.589 0.0 0.0 0.0
H 2.651 -2.039 -0.037 0.0 0.0 0.0
H 1.217 -2.797 2.984 0.0 0.0 0.0
H 0.357 -1.253 3.298 0.0 0.0 0.0
H 1.979 -1.212 2.619 0.0 0.0 0.0
S -3.164 1.591 -3.788 0.0 0.0 -0.2
As -3.671 0.968 -1.840 0.4 -0.2 0.4
S -2.345 -0.780 -1.306 -0.2 -0.2 0.0
S -2.752 2.206 -0.218 -0.2 0.2 -0.1
S -5.693 0.552 -1.426 -0.1 0.0 -0.1
C 2.443 3.393 -2.999 0.0 0.0 0.0
C 1.852 2.599 -1.850 0.0 0.0 -0.1
S 0.096 2.597 -1.777 -0.1 0.2 0.2
C 2.615 1.986 -0.931 0.1 0.0 0.1
C 4.121 2.052 -0.939 0.0 0.0 0.0
S 1.923 1.111 0.421 0.1 0.0 0.0
H 1.657 3.675 -3.698 0.0 0.0 0.0
H 3.186 2.810 -3.552 0.0 0.0 0.0
H 2.930 4.311 -2.654 0.0 0.0 0.0
H 4.512 2.519 -1.843 0.0 0.0 0.0
H 4.554 1.050 -0.854 0.0 0.0 0.0
H 4.481 2.622 -0.077 0.0 0.0 0.0
C 0.443 -0.563 -5.729 0.0 0.0 0.0
N 0.854 -0.563 -4.340 -0.1 0.0 -0.1
C 2.138 -0.637 -3.838 -0.1 0.0 0.0
C 2.004 -0.532 -2.487 0.0 -0.1 0.1
N 0.675 -0.421 -2.151 -0.1 -0.1 0.0
C 0.016 -0.447 -3.294 0.2 0.2 0.0
H 1.302 -0.321 -6.353 0.0 0.0 0.0
H -0.328 0.191 -5.876 0.0 0.0 0.0
H 0.050 -1.535 -6.027 0.0 0.0 0.0
H 2.999 -0.723 -4.478 0.0 0.0 0.0
H 2.771 -0.511 -1.734 0.0 0.0 0.0
H -1.047 -0.302 -3.405 0.0 0.0 0.0
Se -0.578 1.582 2.552 -0.1 0.1 -0.1
C 0.489 3.148 2.757 0.0 -0.1 0.0
C 0.789 4.026 1.718 0.0 0.0 0.0
C 1.554 5.151 1.980 0.0 0.0 0.1
N 2.044 5.479 3.182 -0.1 -0.1 0.0
C 1.746 4.635 4.172 0.0 0.0 -0.1
C 0.990 3.484 4.015 0.0 0.0 0.0
H 0.438 3.835 0.710 0.0 0.0 0.0
H 1.791 5.832 1.169 0.0 0.0 0.0
H 2.140 4.892 5.152 0.0 0.0 0.0
H 0.797 2.843 4.867 0.0 0.0 0.0
```
Forces are in eV/Å.

Population analysis type natural (NBO), resulting atomic charges in e: number 1, Zr, carries 0.793; number 2, C, carries -0.962; number 3, As, carries 1.066; number 4, C, carries -0.969; number 5, C, carries -0.330; number 6, C, carries -0.148; number 7, C, carries -0.237; number 8, C, carries -0.225; number 9, C, carries -0.218; number 10, C, carries -0.343; number 11, As, carries 1.073; number 12, C, carries -0.965; number 13, C, carries -0.954; number 14, H, carries 0.201; number 15, H, carries 0.236; number 16, H, carries 0.217; number 17, H, carries 0.193; number 18, H, carries 0.286; number 19, H, carries 0.251; number 20, H, carries 0.199; number 21, H, carries 0.198; number 22, H, carries 0.196; number 23, H, carries 0.202; number 24, H, carries 0.239; number 25, H, carries 0.207; number 26, H, carries 0.248; number 27, H, carries 0.204; number 28, H, carries 0.249; number 29, H, carries 0.245; number 30, S, carries -0.777; number 31, As, carries 1.033; number 32, S, carries -0.705; number 33, S, carries -0.593; number 34, S, carries -0.773; number 35, C, carries -0.643; number 36, C, carries -0.202; number 37, S, carries -0.164; number 38, C, carries -0.195; number 39, C, carries -0.640; number 40, S, carries -0.292; number 41, H, carries 0.224; number 42, H, carries 0.194; number 43, H, carries 0.198; number 44, H, carries 0.197; number 45, H, carries 0.198; number 46, H, carries 0.213; number 47, C, carries -0.397; number 48, N, carries -0.348; number 49, C, carries -0.139; number 50, C, carries -0.060; number 51, N, carries -0.511; number 52, C, carries 0.226; number 53, H, carries 0.195; number 54, H, carries 0.237; number 55, H, carries 0.195; number 56, H, carries 0.201; number 57, H, carries 0.224; number 58, H, carries 0.273; number 59, Se, carries -0.191; number 60, C, carries -0.109; number 61, C, carries -0.280; number 62, C, carries 0.025; number 63, N, carries -0.476; number 64, C, carries 0.012; number 65, C, carries -0.301; number 66, H, carries 0.252; number 67, H, carries 0.176; number 68, H, carries 0.165; number 69, H, carries 0.207